Record 1
Density functional theory data (ωB97M-V/def2-TZVPD) for a cluster of 2 separate species, C6H10NS in total at a distorted geometry.

Energy relative to the best compared isomer or geometry (same formula, charge and spin), kJ/mol: 475.0
Charge: +1

Geometry (Å):
C1 0.863 -3.564 -0.529
C2 -2.791 2.564 1.117
C3 0.535 -2.280 -0.479
C4 -1.864 1.691 1.643
C5 1.293 -1.135 -0.683
C6 1.456 1.337 -0.773
N1 0.783 0.021 -0.651
S1 -1.733 0.083 1.208
H1 0.229 -4.450 -0.128
H2 1.981 -3.893 -0.599
H3 -2.733 3.669 1.133
H4 -3.444 2.287 0.271
H5 -0.484 -1.946 -0.406
H6 -0.995 2.062 2.212
H7 2.352 -1.141 -0.948
H8 1.235 1.741 0.188
H9 0.909 1.891 -1.537
H10 2.409 1.063 -1.040

***

Record 2
Density functional theory data (ωB97M-V/def2-TZVPD) for the ion C3H8N5 with charge +1 at a distorted geometry.

SMILES: N[C@@H]1[NH+]=CN=CN1N
Energy relative to the best compared isomer or geometry (same formula, charge and spin), kJ/mol: 176.0
Charge: +1

Geometry (Å):
C1 0.130 -0.605 1.527
C2 0.134 1.647 1.232
C3 -0.120 0.252 -0.813
N1 0.465 0.578 1.955
N2 -0.123 -0.848 0.300
N3 -0.189 1.521 -0.069
N4 0.937 0.322 -1.671
N5 -0.691 -1.998 -0.112
H1 0.095 -1.373 2.255
H2 0.019 2.477 1.910
H3 -1.153 0.062 -1.356
H4 -0.437 2.317 -0.671
H5 0.726 0.024 -2.618
H6 1.953 0.352 -1.432
H7 -0.300 -2.790 0.300
H8 -1.446 -1.939 -0.738

***

Record 3
Density functional theory data (ωB97M-V/def2-TZVPD) for a cluster of 2 separate species, C5H10 in total at a distorted geometry.

Energy relative to the best compared isomer or geometry (same formula, charge and spin), kJ/mol: 585.6
Charge: 0

Geometry (Å):
C1 -1.580 -0.156 0.964
C2 -0.679 -0.265 -0.183
C3 0.664 0.257 -0.001
C4 1.166 1.506 0.033
C5 1.277 -0.899 0.579
H1 -2.637 -0.181 0.721
H2 -1.287 -1.003 1.618
H3 -1.333 0.747 1.515
H4 -0.791 -1.094 -0.873
H5 -2.225 -1.348 -5.921
H6 0.598 2.283 -0.458
H7 2.194 1.693 0.310
H8 -2.928 -1.370 -6.187
H9 2.354 -1.058 0.508
H10 0.777 -1.808 0.894

***

Record 4
Density functional theory data (ωB97M-V/def2-TZVPD) for the ion C7H13N2O with charge +1 at a distorted geometry.

Energy relative to the best compared isomer or geometry (same formula, charge and spin), kJ/mol: 505.7
Charge: +1

Geometry (Å):
C1 -0.956 1.042 -1.146
C2 2.094 0.323 0.749
C3 1.427 -1.053 0.869
C4 -1.082 -1.121 0.119
C5 1.141 1.217 1.550
C6 -0.880 -0.437 -1.246
C7 -0.044 -0.705 1.189
N1 -0.120 0.642 1.544
N2 -1.507 1.758 -2.040
O1 -1.762 -0.947 -2.214
H1 3.111 0.334 1.130
H2 2.112 0.666 -0.288
H3 1.525 -1.650 -0.033
H4 1.863 -1.620 1.692
H5 -2.086 -0.890 0.481
H6 -0.997 -2.198 -0.022
H7 1.439 1.263 2.615
H8 1.090 2.271 1.256
H9 0.135 -0.651 -1.614
H10 -0.406 -1.239 2.087
H11 -1.906 1.348 -2.894
H12 -1.560 2.766 -1.951
H13 -2.631 -1.119 -1.831

***

Record 5
Density functional theory data (ωB97M-V/def2-TZVPD) for the molecule C4H7NO2 at a distorted geometry.

SMILES: CO/C(C=O)=C\N
Energy relative to the best compared isomer or geometry (same formula, charge and spin), kJ/mol: 255.0
Charge: 0

Geometry (Å):
C1 1.240 -1.553 0.314
C2 -0.560 -0.022 -0.229
C3 -0.417 1.327 -0.061
C4 -1.868 -0.600 -0.224
H1 2.263 -1.696 -0.148
H2 1.318 -0.913 1.254
H3 0.679 -2.638 0.490
H4 -1.224 1.975 0.218
H5 1.443 1.661 -0.581
H6 0.696 2.979 -0.070
H7 -1.969 -1.643 -0.483
N1 0.763 1.961 0.046
O1 0.520 -0.764 -0.660
O2 -2.886 -0.074 0.134

***

Record 6
Density functional theory data (ωB97M-V/def2-TZVPD) for a cluster of 2 separate species, CH3BrN4O2 in total at a distorted geometry.

SMILES: [O-]/[N+](O)=N\Br.N=C=N
Energy relative to the best compared isomer or geometry (same formula, charge and spin), kJ/mol: 42.1
Charge: 0

Geometry (Å):
C1 -1.771 0.832 -0.260
N1 -2.897 0.393 -0.358
N2 -0.623 1.104 0.130
N3 1.880 0.011 0.395
N4 1.474 -1.119 0.039
O1 0.382 -1.535 0.687
O2 1.925 -1.860 -0.713
Br1 3.160 0.791 -0.607
H1 -3.380 0.276 -1.240
H2 -0.235 1.979 0.546
H3 0.085 -0.872 1.381

***

Record 7
Density functional theory data (ωB97M-V/def2-TZVPD) for the molecule C9H8 at a distorted geometry.

SMILES: C/C=C1/C#CC#CCC1
Energy relative to the best compared isomer or geometry (same formula, charge and spin), kJ/mol: 748.2
Charge: 0

Geometry (Å):
C1 -0.624 -0.641 2.467
C2 -0.033 -1.893 2.279
C3 -0.910 0.480 1.899
C4 0.537 -2.543 1.341
C5 -0.418 0.530 0.458
C6 -0.898 1.470 -0.381
C7 1.026 -1.857 0.063
C8 0.929 -0.299 0.257
C9 -0.865 1.596 -1.881
H1 -1.583 2.055 0.130
H2 2.090 -1.905 -0.114
H3 0.316 -2.272 -0.668
H4 1.332 0.170 -0.531
H5 1.618 -0.055 1.122
H6 -1.045 2.766 -2.088
H7 -1.607 1.015 -2.201
H8 0.134 1.381 -2.150

***

Record 8
Density functional theory data (ωB97M-V/def2-TZVPD) for a structure of composition C6H10N2 at a distorted geometry.

Energy relative to the best compared isomer or geometry (same formula, charge and spin), kJ/mol: 304.8
Charge: 0

Geometry (Å):
C1 -0.104 2.096 0.054
C2 -0.257 0.663 0.040
C3 -0.082 -1.312 0.336
C4 -1.468 -1.152 -0.319
C5 -1.549 0.163 -0.506
C6 0.788 -0.454 -0.589
H1 0.852 2.461 0.390
H2 -0.828 2.636 0.628
H3 -0.345 2.463 -0.988
H4 0.686 -0.014 1.821
H5 0.330 -2.229 0.791
H6 -2.084 -2.028 -0.622
H7 -2.400 0.797 -0.753
H8 0.670 -0.484 -1.658
H9 2.523 0.553 -0.872
H10 2.574 -0.456 0.604
N1 -0.172 -0.171 1.322
N2 2.179 -0.362 -0.385